Entry 1:
15
Properties=species:S:1:pos:R:3 method="wB97M-V/def2-TZVPD" gap_ev=10.22 e_tot_ev=-8841.544 homo_ev=-9.4 e_above_lowest_kcal_mol=32.5 fmax_ev_per_a=2.74
C 1.11451 0.08690 -0.91265
H -3.01669 1.80027 -1.97622
H 0.26107 0.73581 -1.12997
H 2.89689 -0.89212 0.76225
H 2.03912 -0.46587 2.19724
C -0.32489 -0.45028 1.04477
N 0.86739 -0.55369 0.40202
O -1.28543 0.12878 0.56901
O -2.10206 1.51385 -1.91922
H -2.08774 1.07071 -1.06330
H -0.43467 -1.24461 1.81824
C 1.95143 -1.07198 1.28838
H 1.69071 -2.12002 1.48588
H 1.28105 -0.60946 -1.74482
H 2.03307 0.60935 -0.63713

***

Entry 2:
14
Properties=species:S:1:pos:R:3 method="wB97M-V/def2-TZVPD" gap_ev=8.87 e_tot_ev=-28325.537 homo_ev=-8.4 e_above_lowest_kcal_mol=48.8 fmax_ev_per_a=4.04
H 0.46744 0.20704 -2.24577
H 3.16467 0.13028 -1.39723
C -0.62446 -0.48829 2.01086
H -1.15118 -1.35631 1.58049
S 2.23655 1.18309 -0.86096
N -1.22092 -0.23809 -0.52856
H 1.25201 0.58596 1.38300
S -1.44909 -0.42998 -2.18132
H -2.47272 0.69003 -2.39568
H -0.17800 -0.53411 2.95036
C 0.00608 0.02086 -0.20628
N 0.92247 0.14245 -1.26949
H -1.50278 0.28878 2.04456
N 0.54993 -0.20171 1.11604

***

Entry 3:
14
Properties=species:S:1:pos:R:3 method="wB97M-V/def2-TZVPD" gap_ev=8.72 e_tot_ev=-7821.203 homo_ev=-8.8 e_above_lowest_kcal_mol=102.5 fmax_ev_per_a=8.90
C 2.54511 0.17718 0.03383
C 1.25924 0.10504 -0.25216
H -0.42166 -1.87083 1.25008
C -0.03711 0.70790 -0.13276
N 3.69315 0.18150 0.19591
H -0.36743 -2.90444 -0.17449
H -0.29826 -0.74972 -1.60861
H -0.85366 2.50876 -0.73064
C 0.03418 -0.70034 -0.49321
C -0.73086 -1.88502 0.24950
H -1.75178 -1.84891 0.18353
H -1.91833 1.78439 0.37687
H -0.36171 2.53227 1.00375
C -0.79088 1.96221 0.09843

***

Entry 4:
96
Properties=species:S:1:pos:R:3 method="wB97M-V/def2-TZVPD" multiplicity=3 gap_ev="7.92 / 7.48" e_tot_ev=-161299.571 homo_ev="-8.1 / -8.1" s2=2.02 fmax_ev_per_a=1.29
C -0.23735 2.55308 3.10306
H -4.90730 -0.86069 1.80453
C 0.81239 3.53696 -4.78588
H -4.80971 0.76790 5.07674
C -0.98116 0.23635 -6.73512
H -3.95108 -4.83648 -0.50519
N -3.67592 -5.04575 -3.60854
N -4.05127 -0.64873 3.74252
C -5.13218 0.20017 4.20362
Mo 0.56287 0.41108 1.10370
H -6.98339 -1.73905 -6.04589
C -1.73591 2.51011 1.23674
C -0.38135 3.71827 -5.46711
N 2.47474 1.03169 -2.90239
H -1.92602 2.80612 -6.64009
H -0.40731 4.24520 4.42321
H -0.85993 4.68854 -5.45971
P 3.51894 0.86804 1.87560
H -2.74689 0.89319 4.18949
H 1.55775 -3.04108 3.58357
C -5.79305 -3.45238 -5.56254
C -0.58659 -0.61291 2.51251
O 0.93602 2.18111 0.04276
H 4.57991 -0.95556 1.58040
H -2.95051 0.62648 2.45582
H 1.24332 -1.30018 1.73271
O -2.30200 -0.00137 -6.53055
C -2.32846 3.73003 1.67579
H 0.56875 2.12331 3.68055
C -2.85557 0.11824 3.42503
N 1.69505 -0.12190 -1.23241
C -0.80110 3.76939 3.53468
C 1.44003 2.29875 -4.78607
H 0.49967 1.37493 -2.21839
H 3.49956 4.06722 -0.84229
H -0.22779 -3.23948 5.29732
C -4.53123 -4.03175 -5.61920
H 1.25147 4.36109 -4.23744
C 2.66177 2.05452 -3.92398
C -0.65546 1.93153 1.95524
N -0.39600 -0.78806 -7.26571
C -2.30703 1.93454 0.08295
H -5.12295 -5.92424 -4.75633
H -2.22856 5.31021 3.13165
C -3.66012 -4.78209 -1.54081
C -0.34677 1.42733 -6.16913
C -3.48335 -3.32666 -6.18541
O 2.39173 3.74364 1.50711
C -4.93753 -1.45613 -6.60348
H -5.09378 -0.45083 -6.97217
Br -1.58578 0.23014 -0.51638
C -1.45315 -1.70729 4.43570
P 2.28331 2.83292 0.36983
C -4.22525 -5.33571 -4.92433
C -2.55149 -4.39054 -3.27216
H -3.50336 -5.92357 -5.49144
C 0.50130 -1.45678 2.56747
H -5.22681 -2.18209 2.95706
H 1.35730 0.28610 -5.55573
C -3.41154 4.28028 0.95287
C -2.45680 -1.27898 -6.96028
C -4.47593 -1.46606 2.62008
C -3.34431 2.46759 -0.61839
C 2.96121 -0.49311 -1.57156
N -2.50521 -4.20743 -1.97246
H -4.74055 4.10208 -0.70905
N 3.46293 0.17568 -2.57468
C 0.68425 -2.40489 3.54690
C -0.98029 2.66611 -6.13318
C -0.32629 -2.51356 4.50109
O 2.73545 3.49972 -1.02707
C 0.87067 1.25234 -5.50811
H -5.97913 -0.42204 4.49602
H 3.50422 -1.26715 -1.06133
H -6.61531 -3.99117 -5.10816
O 2.09523 0.92759 2.42856
H -5.47547 0.91023 3.43244
O 3.67336 -0.67596 1.38505
O 4.67711 1.28673 2.65546
N -1.34602 -1.76269 -7.41309
H -2.23862 -1.80234 5.17399
H -1.79595 -4.07548 -3.97310
C -5.99693 -2.18184 -6.08207
C -3.66977 -2.02605 -6.64210
C 1.41611 0.82374 -2.12051
H 2.93535 2.96692 -3.39493
C -1.61113 -0.74159 3.43716
C -1.80921 4.35850 2.82907
N -4.39618 -5.29362 -2.50094
H -3.73099 1.96921 -1.49711
H -3.62559 -2.01914 2.22082
O 3.37976 1.61232 0.42982
H -2.49460 -3.76358 -6.24507
C -3.90834 3.67493 -0.16622
H -3.85582 5.19852 1.31765
H 3.50736 1.73704 -4.53283